1.
84
Properties=species:S:1:pos:R:3 method="wB97M-V/def2-TZVPD" homo_energy_ev=-8.985 spin_multiplicity=1 energy_ha=-6091.6683 de_lowest_ev=0.0000 lumo_ev=-0.99
Pd 1.5376 0.8243 -1.1314
C 2.4593 3.7574 3.7462
C 3.0370 3.5993 2.4941
C 2.7858 2.4557 1.7488
C 1.9583 1.4630 2.2674
C 1.3844 1.6161 3.5247
C 1.6357 2.7656 4.2613
As 1.5818 -0.0861 1.1636
C 0.1964 -1.0319 2.1144
C -1.1392 -0.6905 2.2604
C -1.9924 -1.5549 2.9310
C -1.5085 -2.7544 3.4402
C -0.1711 -3.0900 3.3054
C 0.6963 -2.2240 2.6476
C 2.1477 -2.4385 2.4668
C 2.8789 -3.5110 2.9626
C 4.2502 -3.5600 2.7565
C 4.9024 -2.5455 2.0678
C 4.1829 -1.4693 1.5659
C 2.8151 -1.4311 1.7660
H 2.6503 4.6542 4.3211
H 3.6804 4.3687 2.0878
H 3.2287 2.3475 0.7649
H 0.7378 0.8482 3.9315
H 1.1851 2.8843 5.2383
H -1.5201 0.2421 1.8635
H -3.0377 -1.2995 3.0488
H -2.1820 -3.4328 3.9469
H 0.1921 -4.0226 3.7172
H 2.3894 -4.3033 3.5141
H 4.8176 -4.3970 3.1420
H 5.9724 -2.5936 1.9151
H 4.6854 -0.6760 1.0300
Cl 1.4109 2.6519 -2.5340
F 6.1069 -0.7755 -0.7928
C 5.4409 -0.4327 -1.9175
F 5.6556 -1.3905 -2.8173
F 5.9841 0.6986 -2.3732
C 3.9311 -0.2626 -1.6181
O 3.1525 -1.1515 -1.9373
O 3.6374 0.8353 -1.0377
F -2.6361 -5.0753 1.3200
C -2.2475 -5.0542 0.0293
F -1.2530 -5.9419 -0.0994
F -3.2890 -5.5068 -0.6916
C -1.8427 -3.6694 -0.3960
C -0.5263 -3.3725 -0.6969
C -0.1752 -2.0710 -1.0348
C -1.1344 -1.0657 -1.0595
C -2.4677 -1.3926 -0.8033
C -2.8221 -2.6844 -0.4700
P -0.6179 0.6443 -1.4595
C -1.2046 0.8142 -3.1692
C -1.5912 2.0562 -3.6710
C -2.0107 2.1717 -4.9827
C -2.0275 1.0506 -5.8027
C -1.6251 -0.1830 -5.3207
C -1.2147 -0.3001 -4.0011
C -2.5321 1.1859 -7.2133
F -3.8803 1.1745 -7.2508
F -2.1100 0.1869 -8.0022
F -2.1387 2.3393 -7.7765
C -1.6262 1.8022 -0.4903
C -3.0079 1.9062 -0.6581
C -3.7489 2.7523 0.1489
C -3.1061 3.5097 1.1195
C -1.7297 3.4520 1.2638
C -0.9910 2.6060 0.4512
C -3.8944 4.4540 1.9873
F -5.1895 4.1090 2.0595
F -3.8449 5.7114 1.5134
F -3.4164 4.4881 3.2420
H 0.2312 -4.1432 -0.6664
H 0.8610 -1.8510 -1.2785
H -3.2404 -0.6387 -0.8497
H -3.8548 -2.9304 -0.2589
H -1.5435 2.9357 -3.0435
H -2.3074 3.1351 -5.3749
H -1.6274 -1.0482 -5.9685
H -0.9012 -1.2669 -3.6291
H -3.5118 1.3482 -1.4365
H -4.8202 2.8259 0.0236
H -1.2277 4.0611 2.0041
H 0.0869 2.5874 0.5401



2.
94
Properties=species:S:1:pos:R:3 method="wB97M-V/def2-TZVPD" homo_energy_ev="-16.999 / -17.000" spin_multiplicity=1 energy_ha=-6593.7374 charge=+3 de_lowest_ev=0.6485 lumo_ev="-11.21 / -11.21"
W -0.3680 0.1305 -0.3586
Se 3.3561 -2.3694 5.8748
N 2.1390 -1.1108 5.6327
C 1.8424 -1.1322 4.3558
C 0.8946 -0.2075 3.7409
C 0.2118 0.8026 4.4380
C -0.6149 1.6601 3.7480
C -0.7739 1.5030 2.3773
N -0.1568 0.5167 1.7148
C 0.6864 -0.3075 2.3830
C 1.3562 -1.3139 1.5798
N 1.0261 -1.3415 0.2667
C 1.5941 -2.2402 -0.5451
C 2.5498 -3.1321 -0.0648
C 2.8901 -3.1127 1.2657
C 2.2631 -2.1934 2.1241
C 2.5219 -2.1042 3.5580
N 3.3709 -2.8835 4.1831
H 0.3571 0.9007 5.5087
H -1.1382 2.4619 4.2513
H -1.3922 2.1713 1.7957
H 1.2928 -2.2297 -1.5843
H 3.0065 -3.8306 -0.7538
H 3.6272 -3.7983 1.6697
F -8.1170 -0.5068 2.4591
C -7.7415 -0.1128 1.2388
F -8.5483 -0.6852 0.3467
F -7.8946 1.2113 1.1623
C -6.2978 -0.5061 0.9925
C -5.2815 0.3987 1.2578
C -3.9651 0.0222 1.0518
C -3.6594 -1.2560 0.5861
C -4.6895 -2.1599 0.3289
C -6.0066 -1.7823 0.5345
P -1.9619 -1.8323 0.3697
C -1.5226 -2.6978 1.8824
C -2.1759 -2.3402 3.0641
C -1.8416 -2.9692 4.2552
C -0.8566 -3.9439 4.2630
C -0.2039 -4.3087 3.0914
C -0.5290 -3.6806 1.9016
C -0.4425 -4.5786 5.5754
F -1.4443 -4.5861 6.4499
F -0.0211 -5.8291 5.3951
F 0.5725 -3.8663 6.1032
C -1.9282 -3.0358 -0.9845
C -1.7728 -2.6440 -2.3160
C -1.8279 -3.5795 -3.3348
C -2.0553 -4.9126 -3.0306
C -2.2339 -5.3150 -1.7159
C -2.1660 -4.3835 -0.6924
C -2.1649 -5.9288 -4.1508
F -1.3976 -5.5756 -5.1854
F -3.4284 -6.0049 -4.5725
F -1.7849 -7.1370 -3.7354
H -5.5232 1.3905 1.6162
H -3.1853 0.7391 1.2671
H -4.4789 -3.1569 -0.0359
H -6.8089 -2.4793 0.3279
H -2.9662 -1.6001 3.0563
H -2.3624 -2.7178 5.1702
H 0.5408 -5.0952 3.1118
H -0.0363 -3.9869 0.9855
H -1.6403 -1.6075 -2.5891
H -1.6956 -3.2782 -4.3657
H -2.4199 -6.3571 -1.4888
H -2.3066 -4.7159 0.3274
O -2.1582 3.9775 -6.0027
N -1.3691 3.1079 -6.2915
O -0.9246 2.8595 -7.3847
C -0.8857 2.2633 -5.1691
C -1.3938 2.5052 -3.9114
C -0.9381 1.7004 -2.8890
C -0.0032 0.6852 -3.1121
O 0.4089 -0.0677 -2.0345
C 0.4555 0.4650 -4.3943
C 0.0259 1.2608 -5.4373
N 1.4052 -0.6310 -4.6735
O 1.3018 -1.6351 -3.9851
O 2.1383 -0.4863 -5.6124
N -1.5293 1.8438 -1.5637
O -0.4797 2.0041 -0.5524
O -1.9954 0.5089 -1.1918
H -2.1302 3.2826 -3.7509
H 0.3921 1.1050 -6.4451
C 2.9305 1.4337 -1.7876
S 2.2816 1.2144 -0.1332
C 2.1812 2.9095 0.4448
H 3.9273 1.8597 -1.6834
H 2.2992 2.0988 -2.3764
H 3.0109 0.4534 -2.2549
H 1.5817 3.5202 -0.2286
H 3.1964 3.2971 0.5102
H 1.7386 2.9029 1.4403



3.
83
Properties=species:S:1:pos:R:3 method="wB97M-V/def2-TZVPD" homo_energy_ev=-12.838 spin_multiplicity=1 energy_ha=-3225.6078 charge=+2 lumo_ev=-6.82
Al -0.2884 -0.8304 -0.3910
O 2.1879 -2.4443 -3.2328
C 1.5104 -2.0791 -2.1901
O 0.4613 -1.4463 -2.2121
C 2.0898 -2.4357 -0.8613
C 3.3464 -2.9380 -0.5704
C 3.7274 -2.9815 0.7693
C 2.8743 -2.5011 1.7563
C 1.6299 -2.0354 1.3626
N 1.2552 -2.0506 0.0902
C 0.5662 -1.3804 2.1597
O 0.7884 -1.1341 3.4025
O -0.4744 -1.0962 1.5649
H 1.7970 -2.1380 -4.0666
H 4.0088 -3.2648 -1.3597
H 4.7091 -3.3462 1.0391
H 3.1756 -2.4683 2.7942
H 0.0775 -0.6048 3.8089
C -5.1039 -6.9272 -3.0772
C -4.6165 -5.6818 -2.4017
C -3.2530 -5.4388 -2.2396
C -2.7964 -4.2504 -1.6948
C -3.7217 -3.3037 -1.2925
C -5.0889 -3.5207 -1.4244
C -5.5247 -4.7124 -1.9697
S -3.2897 -1.7201 -0.6176
O -1.7671 -1.5514 -0.9592
C -3.2410 -2.0400 1.1279
C -2.6299 -3.2165 1.6110
C -2.5205 -3.3996 2.9544
C -3.0076 -2.4253 3.8629
C -2.9096 -2.6083 5.2600
C -3.4014 -1.6675 6.1227
C -4.0010 -0.4925 5.6287
C -4.1036 -0.2792 4.2822
C -3.6171 -1.2407 3.3657
C -3.7357 -1.0572 1.9581
C -4.4305 0.1498 1.4184
C -5.8565 0.1790 1.4562
C -6.6198 -0.9312 1.8944
C -7.9850 -0.9039 1.8263
C -8.6577 0.2362 1.3446
C -7.9487 1.3305 0.9365
C -6.5357 1.3289 0.9753
C -5.7858 2.4435 0.5310
C -4.4259 2.3945 0.4762
C -3.7536 1.2241 0.8827
S -1.9525 1.1299 0.6636
O -1.2942 1.8400 1.7688
C -1.8174 2.1000 -0.8383
C -0.8829 3.1163 -0.9115
C -0.7213 3.8047 -2.1045
C -1.4763 3.4864 -3.2293
C -1.3158 4.2360 -4.5196
C -2.4085 2.4495 -3.1357
C -2.5761 1.7526 -1.9543
H -4.3272 -7.6872 -3.1302
H -5.4064 -6.6824 -4.0977
H -5.9715 -7.3474 -2.5705
H -2.5384 -6.1891 -2.5534
H -1.7360 -4.0510 -1.6009
H -5.7936 -2.7642 -1.0937
H -6.5868 -4.8918 -2.0785
H -2.2544 -3.9552 0.9160
H -2.0667 -4.3003 3.3505
H -2.4546 -3.5175 5.6339
H -3.3394 -1.8249 7.1911
H -4.3930 0.2380 6.3234
H -4.5584 0.6249 3.8994
H -6.1155 -1.8103 2.2763
H -8.5599 -1.7630 2.1461
H -9.7385 0.2419 1.3052
H -8.4542 2.2135 0.5661
H -6.3167 3.3340 0.2184
H -3.8588 3.2458 0.1254
H -0.2977 3.3649 -0.0351
H 0.0075 4.6034 -2.1584
H -0.5862 5.0376 -4.4278
H -2.2691 4.6685 -4.8258
H -0.9925 3.5662 -5.3178
H -3.0131 2.1971 -3.9985
H -3.3240 0.9718 -1.8881
F 0.7164 0.4918 -0.4268



4.
81
Properties=species:S:1:pos:R:3 method="wB97M-V/def2-TZVPD" homo_energy_ev=-2.214 spin_multiplicity=1 energy_ha=-6821.5242 charge=-2 de_lowest_ev=0.0000 lumo_ev=3.62
Cs -1.4673 0.2061 -0.7028
O -0.6148 2.2727 1.1591
C 0.5561 2.7796 1.2277
C 0.7976 4.1545 0.8966
C 2.0587 4.7024 0.8872
C 3.1821 3.9367 1.2216
C 2.9884 2.6151 1.5745
C 1.7218 2.0295 1.5993
C 1.5773 0.6424 2.0416
N 2.5481 -0.1697 2.1592
C 2.2349 -1.4948 2.6736
C 1.4726 -2.3805 1.6893
N 2.1953 -2.6147 0.4624
C 1.6821 -2.1052 -0.5850
C 2.1880 -2.2049 -1.9469
C 3.2704 -3.0299 -2.2582
C 3.7041 -3.1954 -3.5583
C 3.0133 -2.5213 -4.5798
C 1.9497 -1.6979 -4.3067
C 1.4933 -1.4670 -2.9683
O 0.5395 -0.6539 -2.7158
H -0.0676 4.7599 0.6462
H 2.1843 5.7428 0.6010
H 4.1748 4.3694 1.1988
H 3.8290 1.9870 1.8484
H 0.5446 0.3613 2.2971
H 1.6315 -1.4307 3.5904
H 3.1730 -1.9921 2.9306
H 0.4840 -1.9312 1.4965
H 1.2963 -3.3398 2.1917
H 0.7455 -1.5455 -0.5060
H 3.7580 -3.5481 -1.4395
H 4.5450 -3.8392 -3.7865
H 3.3289 -2.6493 -5.6121
H 1.4296 -1.1729 -5.1001
C 4.0161 6.3442 -2.6421
C 4.6399 5.2005 -2.1640
C 3.9307 4.0113 -2.0684
C 2.5988 3.9426 -2.4667
C 1.9813 5.0927 -2.9469
C 2.6845 6.2883 -3.0294
As 1.7189 2.1794 -2.3228
C 1.9909 1.7392 -4.2097
C 3.1646 1.2982 -4.7961
C 3.1940 1.0224 -6.1572
C 2.0417 1.1654 -6.9203
C 0.8608 1.5983 -6.3330
C 0.8335 1.8974 -4.9750
C -0.3289 2.4146 -4.2283
C -1.6035 2.6275 -4.7453
C -2.6042 3.1416 -3.9337
C -2.3400 3.4566 -2.6055
C -1.0705 3.2435 -2.0773
C -0.0711 2.7171 -2.8866
H 4.5629 7.2778 -2.7057
H 5.6757 5.2365 -1.8469
H 4.4125 3.1321 -1.6552
H 0.9427 5.0590 -3.2524
H 2.1887 7.1794 -3.3972
H 4.0539 1.1491 -4.1952
H 4.1092 0.6672 -6.6149
H 2.0605 0.9311 -7.9782
H -0.0330 1.7039 -6.9366
H -1.8243 2.3790 -5.7767
H -3.6002 3.2891 -4.3329
H -3.1315 3.8395 -1.9725
H -0.8750 3.4395 -1.0282
Br -7.5650 5.4985 0.0543
C -6.9217 3.7009 -0.0299
C -7.8321 2.6663 -0.1739
C -7.3558 1.3649 -0.2303
C -5.9952 1.0901 -0.1473
C -5.1098 2.1536 -0.0032
C -5.5618 3.4666 0.0581
C -5.4998 -0.3732 -0.2080
O -6.3870 -1.2368 -0.3029
O -4.2557 -0.5195 -0.1511
H -8.8912 2.8781 -0.2392
H -8.0286 0.5238 -0.3375
H -4.0512 1.9369 0.0655
H -4.8684 4.2882 0.1808